14
Properties=species:S:1:pos:R:3 method="wB97M-V/def2-TZVPD" gap_ev="7.06 / 9.57" relative_energy_kj_mol=57.8 total_charge=+1 multiplicity=7 molar_mass_g_mol=142.9
O 1.931 0.139 1.565
C 0.970 0.889 1.251
C -0.313 0.408 0.849
H -1.098 1.173 0.822
H 1.255 1.906 0.923
H -0.642 -0.418 1.489
Fe 3.558 -0.357 0.852
C -0.980 -1.011 -1.407
C -0.088 0.053 -0.936
O -2.122 -1.315 -0.607
H -0.417 -1.958 -1.506
H -0.206 1.103 -1.241
H 0.856 -0.059 -1.491
H -2.705 -0.553 -0.562

=====

69
Properties=species:S:1:pos:R:3 method="wB97M-V/def2-TZVPD" gap_ev=7.51 relative_energy_kj_mol=0.0 total_charge=+1 molar_mass_g_mol=455.5
C -2.813 -2.491 -1.162
C -3.779 -3.602 -0.875
C -4.597 -4.103 -2.026
N -4.002 -4.158 0.264
N -3.003 -3.898 1.236
C -3.246 -3.233 2.319
N -4.494 -2.619 2.610
C -3.911 -1.265 2.892
C -2.628 -1.579 3.751
C -1.523 -0.578 3.364
O -0.804 -1.193 2.291
C 0.241 -0.494 1.771
F 0.941 0.148 2.695
F 1.027 -1.357 1.150
F -0.197 0.396 0.874
N -2.380 -2.973 3.336
H -2.291 -2.680 -2.103
H -3.420 -1.595 -1.329
H -2.098 -2.290 -0.366
H -3.957 -4.802 -2.573
H -4.870 -3.278 -2.687
H -5.487 -4.618 -1.669
H -2.083 -4.307 1.111
H -4.704 -3.045 3.516
H -3.503 -0.965 1.920
H -4.624 -0.556 3.299
H -2.907 -1.464 4.800
H -0.882 -0.350 4.215
H -2.012 0.334 3.010
H -1.410 -3.244 3.238
C 4.258 -0.439 5.894
C 3.013 -0.106 5.076
C 2.055 0.378 6.158
O 2.856 0.976 7.168
C 4.235 0.663 6.946
H 5.177 -0.449 5.312
H 4.144 -1.417 6.369
H 3.231 0.703 4.375
H 2.618 -0.949 4.510
H 1.502 -0.461 6.600
H 1.334 1.114 5.792
H 4.743 1.563 6.588
H 4.688 0.363 7.890
C -0.174 2.391 -1.402
C -0.620 3.603 -2.217
C -0.618 3.035 -3.631
O -0.938 1.643 -3.506
C -0.859 1.250 -2.141
H -0.454 2.444 -0.353
H 0.911 2.282 -1.461
H -1.632 3.896 -1.930
H 0.028 4.470 -2.107
H 0.370 3.123 -4.093
H -1.349 3.514 -4.282
H -1.878 1.093 -1.761
H -0.312 0.307 -2.071
C 3.060 1.791 -7.525
C 2.398 2.093 -6.183
C 3.580 2.593 -5.363
O 4.469 3.224 -6.281
C 4.081 2.918 -7.622
H 2.367 1.777 -8.365
H 3.566 0.824 -7.484
H 1.657 2.888 -6.302
H 1.904 1.233 -5.732
H 4.107 1.762 -4.881
H 3.292 3.311 -4.592
H 3.640 3.814 -8.072
H 4.967 2.645 -8.195

=====

24
Properties=species:S:1:pos:R:3 method="wB97M-V/def2-TZVPD" gap_ev=9.58 relative_energy_kj_mol=62.4 total_charge=0 smiles=Cc1ccc(O)cc1.CC molar_mass_g_mol=138.2
C 1.339 -0.527 -1.179
C -0.143 -0.591 -1.325
C -0.916 -0.996 -0.240
C -2.297 -1.124 -0.303
C -2.921 -0.878 -1.505
O -4.298 -0.852 -1.613
C -2.161 -0.561 -2.642
C -0.802 -0.379 -2.536
H 1.630 -0.388 -0.146
H 1.928 0.122 -1.828
H 1.747 -1.530 -1.452
H -0.371 -1.236 0.668
H -2.938 -1.439 0.513
H -4.629 -0.098 -1.150
H -2.675 -0.332 -3.568
H -0.318 -0.085 -3.466
C 1.972 1.325 3.445
C 2.572 1.418 2.016
H 2.277 0.470 4.043
H 2.133 2.279 3.948
H 0.888 1.281 3.320
H 3.555 0.955 1.998
H 1.949 0.750 1.407
H 2.481 2.415 1.596

=====

7
Properties=species:S:1:pos:R:3 method="wB97M-V/def2-TZVPD" gap_ev=8.25 relative_energy_kj_mol=129.7 total_charge=0 smiles="F[C@@H](Cl)C=S" molar_mass_g_mol=112.6
F -1.186 1.256 0.051
C -0.588 0.015 0.391
Cl -1.765 -1.311 -0.102
C 0.823 0.203 -0.375
S 2.120 -0.759 0.052
H -0.077 -0.306 1.352
H 0.674 0.902 -1.369